{
  "formula": "C6H3ClSi",
  "method": "ωB97M-V with the def2-TZVPD basis set",
  "elements": ["C", "C", "C", "C", "C", "C", "Si", "Cl", "H", "H", "H"],
  "positions_angstrom": [[-0.855, 2.922, -0.187], [-1.117, -2.267, -1.488], [2.624, -0.612, 1.056], [-0.450, 1.836, -0.517], [-0.770, -1.123, -1.308], [1.666, -0.396, 0.363], [0.401, 0.288, -0.845], [1.158, 0.451, -2.877], [-1.332, 3.767, 0.080], [-1.409, -3.118, -2.151], [3.437, -1.222, 1.515]],
  "gap_ev": 10.51,
  "mol_weight_da": 138.63,
  "homo_energy_ev": -10.395,
  "multiplicity": 1,
  "smiles": "C#C[Si](Cl)(C#C)C#C",
  "total_energy_ev": -26666.37548
}

=====

{
  "formula": "C6H3F5O",
  "method": "ωB97M-V with the def2-TZVPD basis set",
  "elements": ["F", "F", "F", "F", "F", "C", "C", "C", "C", "C", "C", "H", "O", "H", "H"],
  "positions_angstrom": [[-2.502, -1.641, 1.406], [-1.150, -0.812, -3.105], [-0.489, -0.006, 2.437], [1.111, 0.704, -2.137], [1.335, 1.120, 0.583], [-1.904, -1.137, -0.807], [-1.632, -1.052, 0.582], [-0.968, -0.605, -1.735], [-0.602, -0.262, 1.086], [0.137, 0.165, -1.207], [0.273, 0.368, 0.183], [-2.778, -1.699, -1.160], [3.433, 1.618, 1.152], [3.119, 1.926, 2.032], [2.618, 1.314, 0.690]],
  "gap_ev": 10.44,
  "mol_weight_da": 186.08,
  "homo_energy_ev": -10.509,
  "multiplicity": 1,
  "smiles": "Fc1cc(F)c(F)c(F)c1F.O",
  "total_energy_ev": -21902.76283
}

=====

{
  "formula": "C6H3I",
  "method": "ωB97M-V with the def2-TZVPD basis set",
  "elements": ["C", "C", "C", "C", "C", "C", "I", "H", "H", "H"],
  "positions_angstrom": [[-0.673, 1.555, -1.403], [-0.824, 2.665, -1.694], [0.596, 1.327, 1.392], [0.484, 0.273, 0.867], [0.366, -1.014, 0.155], [-0.566, -0.853, -0.928], [-1.669, -2.630, -1.295], [0.851, 1.849, 2.280], [1.344, -1.398, -0.191], [0.090, -1.773, 0.816]],
  "gap_ev": [7.85, 6.69],
  "mol_weight_da": 201.99,
  "homo_energy_ev": [-9.684, -8.924],
  "multiplicity": 1,
  "total_energy_ev": -14356.90716
}

=====

{
  "formula": "C6H3NO",
  "method": "ωB97M-V with the def2-TZVPD basis set",
  "elements": ["C", "C", "C", "C", "C", "C", "H", "H", "H", "N", "O"],
  "positions_angstrom": [[1.973, -0.016, 0.085], [0.447, -0.031, -0.260], [-0.278, -1.121, -0.054], [-1.741, -1.137, -0.243], [-0.424, 1.038, -0.146], [-1.207, 2.008, 0.081], [2.668, 0.969, 0.414], [0.413, -2.107, -0.098], [-1.651, 2.905, -0.016], [-2.845, -1.483, 0.213], [2.643, -1.025, 0.025]],
  "gap_ev": 8.48,
  "mol_weight_da": 105.10,
  "homo_energy_ev": -9.905,
  "multiplicity": 1,
  "smiles": "C#C/C(C=O)=C\\C#N",
  "total_energy_ev": -9802.21844
}

=====

{
  "formula": "C6H4",
  "method": "ωB97M-V with the def2-TZVPD basis set",
  "elements": ["C", "C", "C", "C", "C", "C", "H", "H", "H", "H"],
  "positions_angstrom": [[1.296, -0.970, 0.263], [0.125, -0.187, -0.164], [-1.136, -0.686, -0.351], [-2.300, -0.978, -0.335], [0.201, 1.112, -0.109], [0.824, 2.254, 0.387], [1.127, -2.045, 0.418], [2.234, -0.698, 0.389], [-3.340, -1.097, -0.517], [0.969, 3.295, 0.020]],
  "gap_ev": 7.63,
  "mol_weight_da": 76.10,
  "homo_energy_ev": -8.554,
  "multiplicity": 1,
  "smiles": "C#CC(=C)C#C",
  "total_energy_ev": -6279.29092
}

=====

{
  "formula": "C6H4",
  "method": "ωB97M-V with the def2-TZVPD basis set",
  "elements": ["C", "C", "C", "C", "C", "C", "H", "H", "H", "H"],
  "positions_angstrom": [[-1.734, 0.016, 0.039], [1.294, -1.279, -0.729], [-1.721, -0.883, -0.901], [-0.516, -0.075, 0.844], [0.571, 0.895, 0.610], [0.842, -0.491, 0.078], [-2.385, 0.856, 0.213], [1.801, -1.925, -1.380], [0.516, 1.796, -0.152], [1.331, 1.089, 1.377]],
  "gap_ev": [7.10, 7.10],
  "mol_weight_da": 76.10,
  "homo_energy_ev": [-7.920, -7.922],
  "multiplicity": 1,
  "total_energy_ev": -6276.65123
}

=====

{
  "formula": "C6H40NO13S",
  "method": "ωB97M-V with the def2-TZVPD basis set",
  "elements": ["C", "N", "C", "C", "S", "C", "C", "C", "H", "H", "H", "H", "H", "H", "H", "H", "H", "H", "H", "H", "H", "H", "H", "H", "O", "H", "H", "O", "H", "H", "O", "H", "H", "O", "H", "H", "O", "H", "H", "O", "H", "H", "O", "H", "H", "O", "H", "H", "O", "H", "H", "O", "H", "H", "O", "H", "H", "O", "H", "H", "O"],
  "positions_angstrom": [[0.597, 0.614, -1.547], [-0.578, 0.971, -0.718], [-0.772, 2.411, -0.591], [-2.140, 2.973, -1.003], [-2.306, 2.427, -2.708], [0.440, 0.410, -3.096], [0.740, -2.186, -2.974], [1.181, -0.840, -3.554], [1.314, 1.398, -1.291], [1.054, -0.324, -1.176], [-1.358, 0.586, -1.244], [-0.363, 2.819, 0.360], [0.001, 2.987, -1.133], [-2.852, 2.542, -0.288], [-2.181, 4.057, -0.907], [-0.623, 0.341, -3.354], [0.718, 1.338, -3.558], [1.492, -2.940, -2.781], [-0.060, -2.536, -3.632], [0.142, -1.973, -2.075], [0.914, -0.814, -4.621], [2.262, -0.701, -3.636], [3.896, 0.461, -0.715], [3.742, 1.790, -0.101], [4.000, 1.388, -0.948], [2.387, 1.655, 2.484], [2.640, 0.789, 1.208], [2.992, 1.514, 1.743], [0.646, -2.922, 4.278], [1.445, -1.537, 4.073], [1.483, -2.475, 4.213], [-1.681, -0.729, 1.947], [-1.927, 0.717, 1.484], [-1.820, 0.161, 2.265], [0.826, -2.625, 0.812], [2.040, -3.476, 1.065], [1.162, -3.509, 0.673], [-0.706, -2.690, 2.687], [-1.735, -1.764, 3.510], [-0.820, -2.008, 3.366], [-1.091, 0.433, 3.779], [-1.662, 1.733, 4.397], [-1.198, 0.927, 4.627], [3.254, -1.333, 0.082], [1.738, -1.183, -0.274], [2.392, -1.126, 0.451], [-4.232, 1.002, -2.788], [-3.223, -0.142, -2.644], [-4.101, 0.136, -2.379], [0.703, 1.342, 4.714], [1.332, 0.452, 3.898], [1.614, 1.269, 4.345], [-4.114, -1.304, 0.794], [-3.287, -0.495, -0.206], [-3.282, -1.313, 0.313], [0.569, 2.835, -3.207], [1.704, 3.588, -2.548], [1.274, 3.478, -3.401], [-2.024, -2.265, 0.600], [-1.344, -3.535, 0.161], [-1.211, -2.801, 0.770]],
  "gap_ev": 6.05,
  "mol_weight_da": 366.45,
  "homo_energy_ev": -3.852,
  "multiplicity": 1,
  "total_energy_ev": -45814.32730,
  "charge": -1
}

=====

{
  "formula": "C6H40NO14",
  "method": "ωB97M-V with the def2-TZVPD basis set",
  "elements": ["C", "N", "C", "C", "C", "C", "C", "O", "H", "H", "H", "H", "H", "H", "H", "H", "H", "H", "H", "H", "H", "H", "H", "H", "O", "H", "H", "O", "H", "H", "O", "H", "H", "O", "H", "H", "O", "H", "H", "O", "H", "H", "O", "H", "H", "O", "H", "H", "O", "H", "H", "O", "H", "H", "O", "H", "H", "O", "H", "H", "O"],
  "positions_angstrom": [[0.444, -0.440, -0.683], [-0.891, -0.026, 0.077], [-1.550, -1.316, 0.408], [-3.089, -1.038, 0.742], [-3.791, -0.677, -0.556], [-3.327, -0.105, 1.889], [-1.070, -2.009, 1.676], [-0.178, -3.081, 1.280], [1.185, -0.726, 0.025], [0.881, 0.464, -1.174], [0.085, -1.216, -1.305], [-0.517, 0.345, 0.928], [-1.469, -2.190, -0.268], [-3.407, -2.123, 1.040], [-3.635, -1.376, -1.318], [-3.382, 0.243, -0.954], [-4.883, -0.541, -0.528], [-4.185, -0.233, 2.406], [-3.149, 0.990, 1.800], [-2.603, -0.164, 2.858], [-1.852, -2.455, 2.272], [-0.510, -1.524, 2.503], [-0.738, -2.399, -2.514], [-1.439, -1.047, -2.623], [-1.422, -1.935, -3.025], [0.153, 4.156, -2.051], [-0.951, 4.043, -1.123], [-0.411, 4.679, -1.433], [3.229, 0.766, 1.762], [2.865, 0.470, 3.377], [2.443, 0.297, 2.625], [-1.662, 0.650, -3.022], [-0.664, 0.898, -1.757], [-0.689, 0.811, -2.768], [0.396, -3.982, -0.888], [1.436, -3.253, -1.850], [0.681, -3.872, -1.817], [2.989, -2.429, 0.580], [0.778, -2.970, 1.285], [2.199, -2.849, 0.244], [2.492, -3.718, -0.157], [4.174, 2.147, 1.493], [3.984, 1.353, 1.018], [1.218, 0.625, 2.941], [-0.256, 1.376, 2.836], [0.146, 0.894, 3.419], [-0.679, 2.655, -4.192], [-0.985, 2.614, -2.802], [-0.884, 3.267, -3.464], [-1.634, 1.909, -0.093], [-1.226, 3.093, 0.592], [-1.923, 2.935, -0.033], [3.829, -1.092, 1.599], [4.355, -0.804, -0.070], [4.272, -1.338, 0.753], [0.627, 3.369, 0.340], [1.402, 2.094, 0.972], [0.554, 2.444, 0.648], [4.226, 1.184, -0.555], [3.637, 1.306, -1.901], [4.373, 0.854, -1.462]],
  "gap_ev": [9.98, 4.01],
  "mol_weight_da": 350.38,
  "homo_energy_ev": [-10.069, -10.047],
  "multiplicity": 2,
  "total_energy_ev": -37018.49924
}